[1]
# C6H12NO2

A gas-phase ion, C6H12NO2 (charge -1) (wB97M-V/def2-TZVPD, the Open Molecules 2025 dataset).

ORCA input file:
```
! wB97M-V def2-TZVPD RIJCOSX def2/J DEFGRID3
* xyz -1 1
C 1.71399 -1.15497 0.61289
C 1.21314 -0.69883 -0.74427
C 0.03188 0.27872 -0.68209
C 0.55595 1.67465 -0.33699
C -1.10769 -0.21323 0.21481
N -1.34495 0.68241 1.36323
C -2.39463 -0.37890 -0.65948
O -2.24459 -1.18223 -1.62329
O -3.40049 0.27721 -0.33091
H 0.98641 -1.73707 1.15693
H 2.59526 -1.77473 0.50324
H 2.00182 -0.28768 1.19625
H 2.04550 -0.19230 -1.22381
H 0.91661 -1.53781 -1.35846
H -0.36540 0.31080 -1.68234
H 1.44038 1.63315 0.28759
H -0.19054 2.31343 0.10979
H 0.86666 2.15398 -1.25794
H -0.92074 -1.21726 0.57985
H -1.92494 0.18361 2.02202
H -0.47364 0.86704 1.85300
*
```

SMILES: CC[C@H](C)[C@@H](N)C(=O)[O-]
Energy relative to the best compared isomer or geometry (same formula, charge and spin), eV: 0.0000
Frontier orbital gap, eV: 7.54
Lowest unoccupied orbital energy, eV: 3.6273

***

[2]
# C6H12NO3

A molecular structure, C6H12NO3 (wB97M-V/def2-TZVPD, the Open Molecules 2025 dataset).

ORCA input file:
```
! wB97M-V def2-TZVPD RIJCOSX def2/J DEFGRID3
* xyz 1 3
C 0.94120 -1.07982 -0.06155
C 1.69445 1.07601 0.97619
C 0.72715 1.58180 0.08708
C -0.74608 0.67736 -0.89905
C -0.56072 -0.70588 -0.31177
C -1.50944 -1.79635 -0.92717
N 1.62979 -0.38992 1.14226
O 0.57099 2.84603 -0.25217
O -1.84452 1.40969 -0.56473
O -0.98733 -0.51587 1.06758
H 0.79010 -2.13608 0.38166
H 1.63851 -1.11617 -0.86091
H 2.30542 1.45435 1.70328
H -0.61661 0.64399 -1.96674
H -2.50501 -1.70981 -0.42829
H -1.01324 -2.75740 -0.67616
H -1.69879 -1.84667 -1.94689
H 1.12832 -0.58508 1.93442
H 2.63032 -0.72421 1.16778
H 1.04390 3.50117 0.25483
H -1.72982 2.36949 -0.86725
H -1.88861 -0.19667 1.04762
*
```

Energy relative to the best compared isomer or geometry (same formula, charge and spin), eV: 2.3097
Frontier orbital gap (alpha / beta), eV: 6.12 / 7.47
Lowest unoccupied orbital energy (alpha / beta), eV: -3.1663 / -5.9002

***

[3]
# C6H12NO3P

2 unconnected molecules or ions with the total composition C6H12NO3P (wB97M-V/def2-TZVPD, the Open Molecules 2025 dataset).

ORCA input file:
```
! wB97M-V def2-TZVPD RIJCOSX def2/J DEFGRID3
* xyz 0 1
C 0.37804 -0.52335 -1.54515
C 1.67329 -1.24805 -2.02649
C 1.52695 -0.34273 0.63489
C 0.28314 -0.76940 -0.08616
C -0.62363 1.86735 0.37551
C -1.25441 0.50887 0.70052
N -2.14169 -0.12635 -0.11414
O -2.52744 0.39945 -1.16493
O 2.75323 -1.23626 -1.08684
O 2.40199 -1.37779 0.26432
P -1.24121 -0.17164 2.45628
H 0.29998 0.50815 -1.68653
H -0.37604 -1.00275 -2.23789
H 1.41607 -2.24992 -2.34678
H 2.16462 -0.55243 -2.73228
H 1.82899 0.67263 0.42694
H 1.24912 -0.60479 1.72207
H -0.12165 -1.74211 0.09847
H 0.20306 1.98583 -0.34133
H -0.25477 2.46232 1.29316
H -1.48100 2.43506 -0.15323
H -2.18535 0.62060 3.12257
H -2.47248 -1.00015 2.47762
*
```

Energy relative to the best compared isomer or geometry (same formula, charge and spin), eV: 6.1225
Frontier orbital gap, eV: 8.51
Lowest unoccupied orbital energy, eV: -0.2308

***

[4]
# C6H12NOS

A gas-phase ion, C6H12NOS (charge -1) (wB97M-V/def2-TZVPD, the Open Molecules 2025 dataset).

ORCA input file:
```
! wB97M-V def2-TZVPD RIJCOSX def2/J DEFGRID3
* xyz -1 1
C 1.63636 0.67063 1.46663
C 1.24640 -0.10580 0.36416
C 1.97797 0.19632 -0.87930
N 0.28873 -1.00850 0.38386
O 0.05849 -1.62487 -0.88842
C -0.86438 -1.03446 1.23837
C -2.14860 -1.30749 0.48898
S -2.82782 0.27156 -0.18192
C -1.54250 0.59970 -1.40706
H 2.35857 1.47515 1.43644
H 1.45494 0.54619 2.53694
H 3.08553 -0.15366 -0.73710
H 2.06091 1.22825 -1.26985
H 1.56126 -0.37801 -1.76756
H -0.86028 -0.08618 1.93284
H -0.60029 -1.78954 1.98099
H -2.01986 -1.86758 -0.36492
H -2.99682 -1.90104 1.02181
H -0.92890 -0.35312 -1.48461
H -0.92936 1.38127 -1.16318
H -2.03210 0.60098 -2.47891
*
```

SMILES: C=C(C)N([O-])CCSC
Energy relative to the best compared isomer or geometry (same formula, charge and spin), eV: 3.6316
Frontier orbital gap, eV: 5.70
Lowest unoccupied orbital energy, eV: 3.4686

***

[5]
# C6H12NP

C6H12NP in the gas phase (wB97M-V/def2-TZVPD, the Open Molecules 2025 dataset).

ORCA input file:
```
! wB97M-V def2-TZVPD RIJCOSX def2/J DEFGRID3
* xyz 0 1
C -1.13996 1.14095 -1.39961
C -0.71984 0.11255 -0.19657
P -2.41464 -0.34362 0.55918
C 0.00578 0.74563 0.93344
C 1.51557 0.63903 0.57743
C 1.84840 -0.77799 0.38051
C 0.82698 -1.52740 -0.48676
N -0.31444 -1.11569 -0.80235
H -1.90739 0.66970 -2.00675
H -0.24258 1.35584 -1.95652
H -1.49638 2.10365 -1.08222
H -1.87422 -1.35414 1.34787
H -2.78624 -1.31784 -0.45670
H -0.34860 0.32137 1.88623
H -0.33202 1.77072 1.03361
H 2.22268 1.13414 1.34686
H 1.62430 1.23054 -0.27709
H 1.74522 -1.33627 1.30835
H 2.82898 -0.92725 -0.11246
H 0.95840 -2.52391 -0.59645
*
```

SMILES: C[C@]1(P)CCCC=N1
Energy relative to the best compared isomer or geometry (same formula, charge and spin), eV: 0.0000
Frontier orbital gap, eV: 9.50
Lowest unoccupied orbital energy, eV: 0.9205

***

[6]
# C6H12NP2

2 unconnected molecules or ions with the total composition C6H12NP2 (wB97M-V/def2-TZVPD, the Open Molecules 2025 dataset).

ORCA input file:
```
! wB97M-V def2-TZVPD RIJCOSX def2/J DEFGRID3
* xyz 1 1
C 0.69103 4.28585 0.75245
C 3.97897 -0.97357 -0.53892
C 0.81286 3.07673 0.71620
C -1.26904 -1.17338 -0.08118
C 1.21208 -0.99704 -0.18581
C -0.01032 -1.02253 0.56314
N -3.88351 0.13417 -0.18442
P -2.72670 -1.36822 0.84910
P 2.67657 -0.72694 0.75047
H 0.62519 5.28213 1.07684
H 4.44667 -2.04183 -0.36537
H 3.54303 -0.88129 -1.55624
H 4.78249 -0.25563 -0.40146
H 1.15505 2.10663 0.41870
H -1.43396 -1.44288 -1.10789
H 1.08619 -1.31879 -1.16566
H -0.08015 -1.03947 1.63421
H -4.69335 -0.33937 0.17765
H -3.76619 -0.25413 -1.13440
H -3.85393 1.08424 -0.04778
H -3.29298 -2.13468 -0.16962
*
```

Energy relative to the best compared isomer or geometry (same formula, charge and spin), eV: 1.3650
Frontier orbital gap, eV: 7.25
Lowest unoccupied orbital energy, eV: -5.1065

***

[7]
# C6H12O

A gas-phase ion, C6H12O (charge -1) (wB97M-V/def2-TZVPD, the Open Molecules 2025 dataset).

ORCA input file:
```
! wB97M-V def2-TZVPD RIJCOSX def2/J DEFGRID3
* xyz -1 2
O -3.41438 -0.56358 0.12168
C -2.50438 0.12546 0.72529
C -1.48995 0.98131 0.00925
C -0.04729 0.77668 0.47272
C 0.59188 -0.47232 -0.14635
C 1.72091 -1.03253 0.69358
C 1.06824 -0.19946 -1.56006
H -2.56194 0.28854 1.82146
H -1.77032 2.04032 0.16927
H -1.59806 0.78031 -1.05596
H 0.58386 1.65052 0.30518
H -0.03960 0.66641 1.55890
H -0.22804 -1.20307 -0.17059
H 2.41400 -0.26297 1.06119
H 2.34578 -1.73562 0.14750
H 1.36462 -1.51949 1.59287
H 0.31043 0.36114 -2.13334
H 1.93896 0.44336 -1.52403
H 1.31528 -1.12499 -2.08858
*
```

Energy relative to the best compared isomer or geometry (same formula, charge and spin), eV: 0.0000
Frontier orbital gap (alpha / beta), eV: 3.24 / 6.77
Lowest unoccupied orbital energy (alpha / beta), eV: 3.8156 / 3.7371

***

[8]
# C6H12O

2 unconnected molecules or ions with the total composition C6H12O (wB97M-V/def2-TZVPD, the Open Molecules 2025 dataset).

ORCA input file:
```
! wB97M-V def2-TZVPD RIJCOSX def2/J DEFGRID3
* xyz 0 1
C -1.62100 1.02833 -0.05929
C -1.32117 -0.38476 0.43612
C -0.81665 -1.31194 -0.66985
O 0.38064 -1.96543 -0.13315
C 0.80298 -1.53151 1.01918
C 2.50790 0.83443 -0.81092
C -0.16859 -0.45659 1.46013
H -2.41385 1.03436 -0.81575
H -0.72513 1.47645 -0.50723
H -1.94187 1.67266 0.76573
H -2.22854 -0.80966 0.87931
H -1.50810 -2.10745 -0.95466
H -0.49619 -0.77894 -1.57068
H 2.58079 -0.00107 -0.10936
H 3.48219 1.31943 -0.90930
H 1.78182 1.56652 -0.44361
H 2.18940 0.46203 -1.78850
H 0.40500 0.47990 1.51482
H -0.49323 -0.66704 2.48523
*
```

Energy relative to the best compared isomer or geometry (same formula, charge and spin), eV: 2.7996
Frontier orbital gap, eV: 9.32
Lowest unoccupied orbital energy, eV: 0.9316